1.
Molecular formula: C2H8O4
Method: DFT, ωB97M-V/def2-TZVPD

Output
HOMO level = -9.999 eV
Charge = 0
E = -10384.30867 eV
Maximum force = 5.669 eV/Å

```
14
C2H8O4, DFT ωB97M-V/def2-TZVPD
O -1.191 -0.319 1.097
C -0.294 -0.258 -0.002
O 0.311 1.040 -0.245
C -0.930 -0.769 -1.270
H 0.534 -0.960 0.250
H -1.271 -1.818 -1.153
H -1.829 -0.230 -1.700
H -0.159 -0.694 -2.131
H -0.723 0.178 1.824
H 0.414 1.402 0.790
O 0.257 1.221 2.267
H 2.537 -0.885 -2.188
H 0.476 1.808 2.894
O 1.542 -1.023 -1.988
```


2.
Molecular formula: C2H8O4P
Method: DFT, ωB97M-V/def2-TZVPD

Output
HOMO level (alpha / beta) = -14.833 / -14.444 eV
Charge = +1
E = -19673.62737 eV
Maximum force = 3.725 eV/Å

```
15
C2H8O4P, DFT ωB97M-V/def2-TZVPD
C 1.598 -1.270 0.137
C 0.588 -0.778 1.146
O -1.790 2.151 -0.666
O 0.495 3.287 -0.235
O 0.179 1.797 -2.193
O -0.384 -0.092 0.512
P -0.296 1.986 -0.690
H 2.037 -0.350 -0.316
H 2.352 -2.010 0.507
H 1.225 -1.744 -0.711
H 1.157 -0.159 1.763
H 0.217 -1.556 1.916
H -2.330 2.470 0.146
H 1.213 3.608 -0.779
H -0.376 1.251 -2.788
```


3.
Molecular formula: C2H8O4Si
Method: DFT, ωB97M-V/def2-TZVPD

Output
HOMO level = -9.977 eV
Charge = 0
E = -18272.94711 eV
Maximum force = 2.630 eV/Å
SMILES = O=[Si](O)O.CCO

```
15
C2H8O4Si, DFT ωB97M-V/def2-TZVPD
O 1.035 3.848 -0.317
Si 1.543 2.644 0.441
O 2.549 2.551 1.671
O 1.028 1.131 0.192
H 2.948 3.452 1.854
H 1.233 0.361 0.804
C -2.080 -1.533 -0.411
C -0.590 -1.906 -0.471
O 0.139 -0.934 -1.219
H -2.209 -1.314 -1.439
H -2.471 -2.503 -0.204
H -2.490 -0.746 0.369
H -0.407 -2.849 -0.914
H -0.206 -2.216 0.530
H -0.022 0.015 -0.887
```


4.
Molecular formula: C2H8OP2
Method: DFT, ωB97M-V/def2-TZVPD

Output
HOMO level (alpha / beta) = -7.691 / -7.871 eV
Charge = 0
E = -22824.36105 eV
Maximum force = 4.544 eV/Å

```
13
C2H8OP2, DFT ωB97M-V/def2-TZVPD
C 0.383 1.702 -0.514
C -0.573 -1.061 -0.168
O -0.185 -2.453 -0.176
P 2.531 -0.344 -0.338
P 0.707 0.156 0.367
H 0.918 2.561 -0.105
H 0.593 1.432 -1.564
H -0.694 1.987 -0.390
H -1.457 -0.973 0.586
H -0.823 -0.656 -1.077
H -0.461 -2.765 0.706
H 2.323 -1.757 -0.367
H -0.306 0.909 2.239
```


5.
Molecular formula: C2H8OS
Method: DFT, ωB97M-V/def2-TZVPD

Output
HOMO level (alpha / beta) = 0.929 / -4.936 eV
Charge = -1
E = -15083.97348 eV
Maximum force = 4.240 eV/Å
2S+1 = 2
⟨S²⟩ = 0.75

```
12
C2H8OS, DFT ωB97M-V/def2-TZVPD
C 1.684 1.065 0.235
S 0.461 1.185 1.592
C -1.009 0.888 0.509
H 1.534 1.148 -0.877
H 2.352 1.827 0.581
H 2.003 0.058 0.203
H -1.362 2.023 0.245
H -1.714 0.191 1.109
H -0.762 0.213 -0.243
H -0.826 -2.219 -1.598
H -1.274 -3.247 -0.400
O -1.087 -3.129 -1.358
```


6.
Molecular formula: C2H8OS
Method: DFT, ωB97M-V/def2-TZVPD

Output
HOMO level = -7.883 eV
Charge = 0
E = -15075.53596 eV
Maximum force = 6.592 eV/Å

```
12
C2H8OS, DFT ωB97M-V/def2-TZVPD
O -1.995 -0.557 1.632
H -2.028 0.444 1.092
H -1.256 -0.174 2.297
H -7.111 1.995 0.685
C 0.350 0.017 -0.702
C 0.712 -1.077 -1.684
S 1.532 0.773 0.143
H 0.515 -0.363 -2.757
H -6.300 2.013 0.669
H -1.408 -1.264 -0.124
H 0.365 -2.054 -1.215
H 1.498 -2.028 -1.838
```


7.
Molecular formula: C2H8OS
Method: DFT, ωB97M-V/def2-TZVPD

Output
HOMO level = -8.483 eV
Charge = 0
E = -15085.65495 eV
Maximum force = 3.515 eV/Å
SMILES = CSC.O

```
12
C2H8OS, DFT ωB97M-V/def2-TZVPD
C 1.129 0.272 0.931
S -0.515 0.907 0.490
C -1.391 -0.612 0.224
H 1.733 0.288 0.006
H 1.169 -0.741 1.418
H 1.798 0.984 1.576
H -2.501 -0.299 0.181
H -1.009 -1.236 -0.635
H -1.408 -1.227 1.210
O 0.966 -1.099 -1.791
H 1.635 -1.247 -2.381
H 0.672 -0.202 -1.814
```


8.
Molecular formula: C2H8OS2
Method: DFT, ωB97M-V/def2-TZVPD

Output
HOMO level (alpha / beta) = -3.147 / -2.821 eV
Charge = -1
E = -25921.21036 eV
Maximum force = 1.895 eV/Å
2S+1 = 2
⟨S²⟩ = 0.76

```
13
C2H8OS2, DFT ωB97M-V/def2-TZVPD
C 0.850 -0.112 1.800
S 1.902 0.480 0.381
S -2.219 -0.591 0.439
C -1.686 0.730 -0.599
H 0.285 0.666 2.303
H 0.151 -0.871 1.373
H 1.584 -0.622 2.415
H -1.233 1.598 -0.104
H -0.943 0.448 -1.353
H -2.507 1.182 -1.170
H 0.616 -0.931 -2.774
H 1.167 -0.052 -1.543
O 1.315 -0.387 -2.474
```